Model P:
Entry from OMol25: a single C3H5N3S molecule (ωB97M-V with the def2-TZVPD basis set).

The HOMO-LUMO gap is 7.8 eV. The HOMO energy comes out at -0.332 Eh. The spin multiplicity is 1. Its charge is 0. As for the structure (SMILES): [H]/N=C\N/C(C=S)=N\[H]. The value obtained for the lowest unoccupied orbital energy is -1.242 eV.

```
12
C3H5N3S | OMol25 | ωB97M-V with the def2-TZVPD basis set
H -0.97523 -1.88742 -0.04383
N -2.04427 -1.50339 -0.13312
C -2.32683 -0.20936 -0.08212
N -1.41823 0.79230 0.10781
C 0.00630 0.87332 0.20649
C 0.65547 -0.52231 0.38655
S 2.19151 -0.64694 -0.14172
N 0.75445 1.86324 -0.06759
H 0.19100 2.62179 -0.36686
H -3.50433 0.26000 -0.38405
H -1.84429 1.68954 -0.26266
H 0.01555 -1.24776 0.90990
```

***

Model Q:
Entry from OMol25: a single C3H5N3S molecule (ωB97M-V with the def2-TZVPD basis set).

The HOMO-LUMO gap is 8.9 eV. The HOMO energy comes out at -0.300 Eh. The spin multiplicity is 1. Its charge is 0. As for the structure (SMILES): Nc1nc(S)c[nH]1. The value obtained for the lowest unoccupied orbital energy is 0.736 eV.

```
12
C3H5N3S | OMol25 | ωB97M-V with the def2-TZVPD basis set
N -1.34113 2.17943 -1.12220
C -0.57573 1.10662 -0.75212
N -0.37936 0.69151 0.48236
C 0.26016 -0.48018 0.34153
S 0.88825 -1.34709 1.78800
C 0.43813 -0.86113 -0.97692
N -0.13769 0.17553 -1.65245
H -1.73992 2.63166 -0.28718
H -0.79710 2.88385 -1.63419
H -0.00398 -2.35994 1.79220
H 0.90092 -1.68230 -1.46855
H -0.30001 0.16305 -2.63922
```

***

Model R:
Entry from OMol25: a single C3H5N3S molecule (ωB97M-V with the def2-TZVPD basis set).

The HOMO-LUMO gap is 7.5 eV. The HOMO energy comes out at -0.339 Eh. The spin multiplicity is 1. Its charge is 0. As for the structure (SMILES): [H]/N=C\N/N=C/C=S. The value obtained for the lowest unoccupied orbital energy is -1.713 eV.

```
12
C3H5N3S | OMol25 | ωB97M-V with the def2-TZVPD basis set
H 1.56517 -1.78995 0.00329
N 2.34833 -1.21313 -0.11073
C 2.14846 0.06370 -0.05324
N 0.97895 0.73311 0.25202
N -0.05146 -0.10965 0.10721
C -1.26453 0.40356 0.05588
C -2.43632 -0.46576 0.15953
S -4.11497 -0.21150 -0.08281
H 3.02399 0.70857 -0.46038
H 0.91984 1.71953 -0.32121
H -1.14100 1.61497 -0.22160
H -1.97646 -1.45346 0.67203
```

***

Model S:
Entry from OMol25: 2 unconnected molecules or ions with the total composition C3H5N3S (ωB97M-V with the def2-TZVPD basis set).

The HOMO-LUMO gap is 7.9 eV. The HOMO energy comes out at -0.303 Eh. The spin multiplicity is 1. Its charge is 0. The value obtained for the lowest unoccupied orbital energy is -0.318 eV.

```
12
C3H5N3S | OMol25 | ωB97M-V with the def2-TZVPD basis set
C 0.34714 0.26742 0.02250
C -0.79991 1.18180 -0.18372
C -1.86160 0.25633 -0.32328
H 2.86941 -1.96251 0.42005
H 1.68223 1.53659 0.86236
H -0.91413 2.15757 -0.29660
H -3.00480 0.11736 -0.53382
H -1.65695 -1.98135 -0.12218
N 1.67909 0.52716 0.45058
N -1.34793 -0.93419 -0.04597
N -0.03101 -1.03409 0.11706
S 3.03849 -0.13210 -0.36696
```

***

model Q comes first in stability; the runner-up is 3.387 eV higher.

***

Model P:
Entry from OMol25: a single C3H5N3S molecule (ωB97M-V with the def2-TZVPD basis set).

The HOMO-LUMO gap is 8.7 eV. The HOMO energy comes out at -0.297 Eh. The spin multiplicity is 1. Its charge is 0. As for the structure (SMILES): NSc1cnc[nH]1. The value obtained for the lowest unoccupied orbital energy is 0.615 eV.

```
12
C3H5N3S | OMol25 | ωB97M-V with the def2-TZVPD basis set
N -2.45666 0.18928 -0.04892
S -1.41046 0.31550 -1.33610
C 0.06985 0.05125 -0.46734
C 0.99758 -0.96341 -0.72494
N 2.07609 -0.88778 0.09937
C 1.90111 0.25211 0.76029
N 0.71822 0.83018 0.58103
H -3.31116 0.59726 -0.25563
H -2.47345 -0.80552 0.29231
H 0.82154 -1.81705 -1.38076
H 2.62970 0.50634 1.51097
H 0.43765 1.73186 0.96972
```

***

Model Q:
Entry from OMol25: a single C3H5N3S molecule (ωB97M-V with the def2-TZVPD basis set).

The HOMO-LUMO gap is 9.1 eV. The HOMO energy comes out at -0.304 Eh. The spin multiplicity is 1. Its charge is 0. As for the structure (SMILES): [H]/N=c1\scnn1C. The value obtained for the lowest unoccupied orbital energy is 0.804 eV.

```
12
C3H5N3S | OMol25 | ωB97M-V with the def2-TZVPD basis set
H 1.85794 2.40834 -0.03901
N 1.38880 1.45971 -0.27920
C 0.23119 1.09443 -0.07568
S -1.39035 1.83075 0.17966
C -2.06198 0.25792 0.42207
N -1.31581 -0.71906 0.20715
N -0.05220 -0.37958 0.08441
C 0.92530 -1.32242 -0.16644
H -3.05976 0.08529 0.43194
H 1.80980 -1.16039 0.35031
H 0.49004 -2.26199 0.03918
H 1.17704 -1.29299 -1.15438
```

***

Model R:
Entry from OMol25: a single C3H5N3S molecule (ωB97M-V with the def2-TZVPD basis set).

The HOMO-LUMO gap (spin up / spin down) is 7.0 / 7.0 eV. The HOMO energy (spin up / spin down) comes out at -0.268 / -0.268 Eh. The spin multiplicity is 1. Its charge is 0. As for the structure (SMILES): Cn1cn[n+]([S-])c1. The value obtained for the lowest unoccupied orbital energy (spin up / spin down) is -0.259 / -0.258 eV.

```
12
C3H5N3S | OMol25 | ωB97M-V with the def2-TZVPD basis set
C 1.66373 -0.19394 0.10442
N 0.30337 0.02367 -0.07164
C -0.31900 1.09947 -0.58820
N -1.61186 1.03662 -0.52443
N -1.97666 -0.12641 -0.07168
S -3.54982 -0.54774 0.06532
C -0.59421 -0.75426 0.53277
H 1.92315 -1.31080 -0.03169
H 2.37784 0.56178 -0.31742
H 2.04753 -0.04055 1.23441
H 0.11878 1.99720 -1.00568
H -0.38285 -1.74503 0.67381
```

***

model P comes first in stability; the runner-up is 1.151 eV higher.

***

Model P:
Entry from OMol25: a single C3H7N3O2 molecule (ωB97M-V with the def2-TZVPD basis set).

The HOMO-LUMO gap is 9.7 eV. The HOMO energy comes out at -0.337 Eh. The spin multiplicity is 1. Its charge is 0. As for the structure (SMILES): [H]/N=C(/N)NOC(C)=O. The value obtained for the lowest unoccupied orbital energy is 0.550 eV.

```
15
C3H7N3O2 | OMol25 | ωB97M-V with the def2-TZVPD basis set
H -2.90603 -1.65869 0.09085
N -2.94141 -0.63411 0.25929
C -1.88564 -0.04830 -0.09757
N -1.73483 1.30325 0.04460
N -0.81860 -0.80752 -0.67820
O 0.42077 -0.19546 -0.88038
C 1.26713 -0.16664 0.26086
C 2.67230 0.09761 -0.12393
O 0.75219 -0.51067 1.31367
H -0.74387 1.54420 0.11239
H -2.46660 1.74977 0.59335
H -0.69261 -1.51121 0.05676
H 3.19305 0.94522 0.52948
H 2.54601 0.68948 -1.04371
H 3.33813 -0.79694 -0.43745
```

***

Model Q:
Entry from OMol25: a molecular structure, C3H7N3O2 (ωB97M-V with the def2-TZVPD basis set).

The HOMO-LUMO gap is 9.9 eV. The HOMO energy comes out at -0.332 Eh. The spin multiplicity is 1. Its charge is 0. The value obtained for the lowest unoccupied orbital energy is 0.898 eV.

```
15
C3H7N3O2 | OMol25 | ωB97M-V with the def2-TZVPD basis set
C -2.42970 0.24721 0.01226
C -0.25190 -0.58717 -0.20171
C 1.24780 1.17628 -0.25734
H -2.35873 0.68200 -1.00995
H -2.40597 1.14378 0.69986
H -3.46174 -0.18576 0.23008
H 0.19120 -2.47226 0.25341
H 2.26999 -0.58258 0.08170
H 1.29299 2.30407 -0.41624
H 2.89307 1.01901 1.07748
N 0.57622 -1.50796 0.03070
N 0.07885 0.56639 -0.70058
N 2.05492 0.55851 0.47543
O -1.57527 -0.87108 0.15635
O 1.87825 -1.49042 -0.43146
```

***

Model R:
Entry from OMol25: a molecular structure, C3H7N3O2 (ωB97M-V with the def2-TZVPD basis set).

The HOMO-LUMO gap is 9.6 eV. The HOMO energy comes out at -0.336 Eh. The spin multiplicity is 1. Its charge is 0. The value obtained for the lowest unoccupied orbital energy is 0.416 eV.

```
15
C3H7N3O2 | OMol25 | ωB97M-V with the def2-TZVPD basis set
C 0.52340 -0.64424 0.64346
C 1.85353 -0.25936 0.00810
C -1.03606 0.92836 -0.11943
H -1.93264 -1.93923 -0.02012
H -0.99265 -1.62078 -1.26423
H 0.22283 -0.03650 1.45309
H 0.37790 -1.71739 1.12794
H 1.12373 1.46815 -0.16017
H -2.13228 1.14878 -0.18525
H -0.32478 2.71910 -0.26243
N -1.64508 -1.23845 -0.63678
N -0.67804 -0.42527 0.22036
N -0.01053 1.79405 -0.06368
O 2.02336 1.01366 -0.38925
O 2.62732 -1.19086 -0.35162
```

***

Model S:
Entry from OMol25: a molecular structure, C3H7N3O2 (ωB97M-V with the def2-TZVPD basis set).

The HOMO-LUMO gap is 9.5 eV. The HOMO energy comes out at -0.326 Eh. The spin multiplicity is 1. Its charge is 0. The value obtained for the lowest unoccupied orbital energy is 0.620 eV.

```
15
C3H7N3O2 | OMol25 | ωB97M-V with the def2-TZVPD basis set
C -1.35877 -0.25489 0.36110
C 0.97978 -0.19457 0.23671
C 0.48548 2.09213 -0.55608
H -2.19882 -0.59826 -0.67022
H -1.22213 0.79440 0.73730
H -1.90492 -0.77100 1.14799
H 0.45638 -2.72421 0.21632
H -0.33274 -2.29261 -1.24035
H 1.93478 1.55096 0.78602
H 1.15560 3.07362 -0.51462
N -0.27013 -0.82812 0.08453
N -0.35719 -2.25731 -0.14720
N 1.02987 1.18585 0.37992
O 2.00749 -0.76596 0.48798
O -0.40468 1.98998 -1.30940
```

***

model P comes first in stability; the runner-up is 0.850 eV higher.

***

Model P:
Entry from OMol25: a single C3H7N3O2 molecule (ωB97M-V with the def2-TZVPD basis set).

The HOMO-LUMO gap is 9.9 eV. The HOMO energy comes out at -0.348 Eh. The spin multiplicity is 1. Its charge is 0. As for the structure (SMILES): NC(=O)CNC(N)=O. The value obtained for the lowest unoccupied orbital energy is 0.456 eV.

```
15
C3H7N3O2 | OMol25 | ωB97M-V with the def2-TZVPD basis set
N 2.76872 -0.54446 0.13798
C 1.46816 -0.22564 0.42515
O 1.24439 0.35765 1.41405
C 0.40718 -0.63249 -0.55314
N -1.04289 -0.61900 0.21330
C -2.16741 0.23619 0.16392
N -1.98890 1.55988 -0.17302
O -3.23600 -0.28336 0.31670
H 3.57940 0.14167 0.37398
H 2.85267 -0.99772 -0.82369
H 0.62793 -1.67010 -0.89069
H 0.27599 0.08920 -1.40478
H -1.20126 -1.45315 0.56625
H -0.99313 1.81982 0.03075
H -2.59486 2.22149 0.20323
```

***

Model Q:
Entry from OMol25: a single C3H7N3O2 molecule (ωB97M-V with the def2-TZVPD basis set).

The HOMO-LUMO gap is 9.9 eV. The HOMO energy comes out at -0.331 Eh. The spin multiplicity is 1. Its charge is 0. As for the structure (SMILES): CO/N=C\O/C=N\N. The value obtained for the lowest unoccupied orbital energy is 0.863 eV.

```
15
C3H7N3O2 | OMol25 | ωB97M-V with the def2-TZVPD basis set
C 1.41840 1.68778 1.43072
O 0.60332 0.71989 0.58802
N -0.41981 0.29607 1.49875
C -0.86593 -0.81421 1.10318
O -0.26705 -1.45525 0.05802
C 0.33629 -1.13350 -0.99832
N 0.10145 -0.31917 -1.82323
N -1.13706 0.40823 -1.95616
H 1.79168 1.19908 2.38097
H 2.28741 2.00775 0.82876
H 0.79183 2.67457 1.63085
H -1.92242 -1.16619 1.38155
H 1.08907 -1.91639 -1.20506
H -0.43963 1.13790 -2.50367
H -1.43266 0.80994 -0.93073
```

***

Model R:
Entry from OMol25: a molecular structure, C3H7N3O2 (ωB97M-V with the def2-TZVPD basis set).

The HOMO-LUMO gap is 9.6 eV. The HOMO energy comes out at -0.332 Eh. The spin multiplicity is 1. Its charge is 0. The value obtained for the lowest unoccupied orbital energy is 0.569 eV.

```
15
C3H7N3O2 | OMol25 | ωB97M-V with the def2-TZVPD basis set
C 0.09092 0.38542 1.19971
N 0.21673 -1.05479 0.93627
N 0.33006 0.84032 -0.17019
C -0.99260 0.80125 -1.12533
N -1.64933 -0.28640 -0.86446
C 1.39414 -0.59142 -0.44510
O -1.07859 1.77661 -1.84687
O 2.55462 -0.47834 -0.21094
H 0.51227 -1.64036 1.70992
H 0.77710 1.74588 -0.27554
H -0.65301 -1.32626 0.43066
H -2.40556 -0.43515 -1.52204
H 0.89106 0.71343 1.86332
H -0.88907 0.67605 1.58079
H 0.90125 -1.12623 -1.26019
```

***

model P comes first in stability; the runner-up is 1.476 eV higher.